DFT (wB97M-V/def2-TZVPD) results for the molecule C5H10O at a distorted geometry.

XYZ file:
```
16
Properties=species:S:1:pos:R:3:lowdin_charge:R:1
H -2.08981 0.00940 -0.70937 0.090
C 1.43982 0.20817 0.58714 -0.024
C -1.44996 -0.32112 0.12186 -0.083
H 2.16022 -0.25203 -0.10235 0.085
H -1.44966 1.83676 0.54017 0.128
H -0.76090 0.83787 1.90848 0.104
C -0.96297 0.91517 0.84914 -0.145
H 0.43914 -1.33108 -1.25579 0.084
H 0.00190 -2.05303 0.28939 0.069
H 0.75144 0.85919 -1.84033 0.109
C -0.41116 -1.42365 -0.49346 -0.147
C 0.10642 0.58573 -0.04223 -0.553
H -1.18005 -1.91533 -1.05327 0.056
H 1.33414 -0.44061 1.46110 0.093
O 0.20473 1.32134 -1.18954 0.033
H 1.86670 1.16321 0.92905 0.101
```

Summary:
**ΔE to the lowest compared entry with this formula, charge and spin**: 426.2 kJ/mol
**HOMO**: -7.283 eV
**SMILES**: C[C@H]1C[C@]1(C)O
**HOMO-LUMO gap**: 8.1 eV
**LUMO**: 0.828 eV


DFT (wB97M-V/def2-TZVPD) results for a structure of composition C5H7CeLiO3 at a distorted geometry.

XYZ file:
```
17
Properties=species:S:1:pos:R:3:lowdin_spin:R:1
H 3.22625 3.49578 -0.74607 0.000
O 0.84153 1.01332 0.51829 0.000
H 0.15792 -1.27808 1.62887 0.001
C 1.32520 2.97801 -1.72494 0.000
C -0.39684 -1.57554 0.73592 0.022
C -1.36152 -2.68450 0.69316 0.002
C 0.18342 0.43200 -0.39784 0.001
Li -0.05018 2.35543 1.75301 0.000
Ce -0.42541 -0.65627 -3.44308 1.966
C 2.45790 2.87284 -1.18598 0.000
H -1.71808 -2.86969 -0.33052 0.000
H -0.86852 -3.59470 1.05291 0.000
O 0.22129 0.83253 -1.61198 0.004
H -2.23399 -2.46964 1.33654 0.001
O -0.67033 -0.52136 -0.14752 0.003
H 0.43590 3.59662 -1.71793 0.000
H 1.91902 1.55231 -0.05807 0.000
```

Summary:
**Multiplicity**: 3
**Total charge**: +4
**HOMO (alpha / beta)**: -21.303 / -24.336 eV
**HOMO-LUMO gap (alpha / beta)**: 3.3 / 6.5 eV
**LUMO (alpha / beta)**: -17.970 / -17.810 eV


DFT (wB97M-V/def2-TZVPD) results for the molecule CH5PS at a distorted geometry.

XYZ file:
```
8
Properties=species:S:1:pos:R:3:lowdin_charge:R:1
H 0.90090 0.38249 -1.13967 0.012
H -2.43235 0.78117 -0.75831 -0.279
H -0.50605 -1.36276 1.54340 -0.103
P -0.52119 -0.01742 0.94509 0.496
H 1.87081 -0.58135 -0.04757 0.003
S -1.92197 -0.38714 -0.69142 0.283
C 1.08591 0.12481 -0.09376 -0.410
H 1.52393 1.06019 0.24224 -0.001
```

Summary:
**ΔE to the lowest compared entry with this formula, charge and spin**: 20.6 kJ/mol
**HOMO**: -9.124 eV
**SMILES**: CPS
**HOMO-LUMO gap**: 9.9 eV
**LUMO**: 0.821 eV


DFT (wB97M-V/def2-TZVPD) results for a cluster of 2 separate species, C4H15N2O in total at a distorted geometry.

XYZ file:
```
22
Properties=species:S:1:pos:R:3:lowdin_charge:R:1
H 1.05455 1.93694 -0.32075 0.128
H 2.57588 -1.56570 -0.17550 0.080
H 2.83230 0.67628 -1.38137 0.112
C 0.77566 1.11444 -0.98878 -0.149
H -3.11892 -2.27497 1.13704 0.066
C -0.48546 0.51447 -0.36853 -0.373
N 2.25680 -0.65267 0.13154 -0.015
H -0.85075 -0.28986 -1.01344 0.154
H -1.20527 2.47736 0.03410 0.090
H 0.51978 1.50914 -1.96449 0.130
H -2.38858 1.18820 0.40115 0.087
C -1.64317 1.54213 -0.31438 -0.020
N -0.24477 -0.01382 0.99091 0.184
H -1.76460 -2.92286 1.31813 0.076
H -1.09483 -0.57168 1.20691 0.106
H -0.29664 0.77035 1.63206 0.166
H 1.86341 -0.64870 -1.90930 0.117
H 0.59391 -0.61604 1.09123 0.127
O -2.19006 -2.05918 1.21256 -0.034
H 3.10473 -0.23444 0.48689 0.078
C 1.92222 0.12573 -1.14880 -0.203
H -2.09713 1.65078 -1.29121 0.095
```

Summary:
**ΔE to the lowest compared entry with this formula, charge and spin**: 31.2 kJ/mol
**Total charge**: +1
**HOMO**: -14.015 eV
**HOMO-LUMO gap**: 11.3 eV
**LUMO**: -2.747 eV


DFT (wB97M-V/def2-TZVPD) results for the molecule C4H6N2O.

XYZ file:
```
13
Properties=species:S:1:pos:R:3:lowdin_charge:R:1
C 0.25885 0.63971 0.20245 0.000
H -2.59846 1.22757 -0.03266 0.077
N 2.53096 -0.35364 0.41868 0.152
N -0.46782 -0.90316 -1.29828 0.106
H -2.21818 -0.09205 1.06498 0.088
H 0.19728 1.38935 0.97458 0.109
C -0.83652 0.04232 -0.47317 -0.380
H 3.21839 -0.90975 -0.06506 0.104
H 2.89247 0.40916 0.96690 0.103
C 1.30133 -0.16402 -0.15016 -0.404
O 0.92573 -1.01837 -1.10705 0.000
C -2.24731 0.19526 0.00314 -0.034
H -2.95674 -0.46239 -0.50434 0.079
```

Summary:
**ΔE to the lowest compared entry with this formula, charge and spin**: 185.2 kJ/mol
**HOMO**: -8.468 eV
**SMILES**: Cc1cc(N)on1
**HOMO-LUMO gap**: 9.3 eV
**LUMO**: 0.875 eV


DFT (wB97M-V/def2-TZVPD) results for a structure of composition C24H72N6O10PPt at a distorted geometry.

XYZ file:
```
114
Properties=species:S:1:pos:R:3:lowdin_spin:R:1
H -3.30764 2.40850 7.79806 0.000
O -0.13146 0.18104 -0.99376 0.025
H -0.68250 -4.70119 -1.30166 0.000
P 0.83094 0.55742 0.14413 0.012
H -1.87590 0.63751 -0.53599 0.000
H -1.99789 -0.50774 -2.77896 0.000
H 6.24315 0.95311 -2.73717 0.000
H -0.00473 5.69015 -1.60794 0.000
C 1.86921 4.69974 -2.21394 0.000
H 4.75044 -1.16181 -0.53231 0.000
O 0.19683 0.99996 1.48718 0.156
H -1.81668 3.34330 -5.16679 0.000
H 2.36704 5.52414 -1.70435 0.000
O 1.81221 1.73652 -0.10910 0.187
H 0.92302 0.10623 -3.94860 0.000
C 0.08398 -4.50100 -0.54900 0.000
H -3.32117 0.10015 0.13806 0.000
H 2.79963 -5.05825 -1.36008 0.000
H 5.86561 -0.76620 -3.11673 0.000
H -1.25586 1.59780 2.41109 0.001
H 4.42704 1.03676 -1.03865 0.000
H -1.82915 -2.47190 4.37301 0.000
H 0.34754 -2.41503 1.66607 0.000
H -4.15739 1.43920 -2.15847 0.000
C 0.38957 4.68884 -1.77297 0.000
H -0.35825 -4.54299 3.50454 0.000
H 6.60078 -0.10797 -1.54312 0.000
H 2.16120 4.66920 -3.26057 0.000
H -1.93973 1.22439 -3.08523 0.000
H -1.91727 4.72544 4.28250 0.000
H -0.60613 4.04981 0.04344 0.000
C 1.80825 -5.52399 2.39888 0.000
H 0.48353 -5.45423 -0.20600 0.000
H 3.70691 -1.66149 -1.70570 0.000
H -2.60594 1.32285 3.31732 0.000
H -0.10535 2.84524 -2.77680 0.000
C 4.08130 -3.76823 -3.31171 0.000
H 1.67719 -3.00966 -0.22728 0.001
O 1.39906 -4.14413 2.50077 0.000
H 1.73953 -4.62054 -2.71524 0.000
C 0.26158 -2.43427 3.76589 0.000
H 2.56666 -5.84501 3.11567 0.000
N -2.90891 0.77741 -0.50706 0.000
H 0.14750 -0.91555 2.16120 0.000
O -2.79420 3.14916 5.86909 0.000
C 5.86856 0.00014 -2.34603 0.000
C -1.05814 4.17613 3.89082 0.000
H 0.97948 -6.22707 2.49528 0.000
C -6.50576 -1.36926 -0.42371 0.000
H 2.29145 -5.66013 1.43307 0.000
C -3.73217 2.71263 6.83800 0.000
H -3.17879 0.35289 -3.88309 0.000
C 0.54915 -3.93512 3.59285 0.000
C 1.82258 -0.36188 -4.36924 0.000
H -1.52452 3.82212 -2.12617 0.000
O 3.25437 -3.29594 -2.24524 0.000
H 1.20454 -1.93041 3.97843 0.000
C -1.96975 4.21523 -4.53243 0.000
C 3.49899 0.65274 -3.03929 0.001
H 4.87969 -3.09653 -3.62766 0.000
H 4.05197 1.08852 -3.87288 0.000
C -1.81218 2.20018 5.55437 0.000
O -0.75252 4.51576 -3.83361 0.000
C -4.58221 -0.70041 -1.67274 0.000
H -4.40423 3.54875 7.01232 0.000
N 3.95041 -0.86996 -1.09352 0.000
H 0.30477 -1.54999 -1.16092 0.001
H 1.05726 -4.25247 4.50908 0.000
O -5.49165 -0.38468 -0.65327 0.000
H -2.85257 4.14614 -3.88970 0.000
H 2.27019 3.76103 -1.81617 0.000
H 0.75148 3.18081 -0.17577 0.001
H -7.42559 -0.95552 -0.02289 0.000
H -0.99320 2.15795 6.27612 0.000
C -2.61097 0.37661 -2.95201 0.000
H -0.49381 -4.13398 0.30317 0.000
H 1.56110 -1.38170 -4.66305 0.000
C -0.54891 3.83999 -2.63767 0.000
H -0.20423 2.16587 4.11964 0.000
H -2.18010 5.09210 -5.14206 0.000
C 4.48148 0.35026 -1.88393 0.000
C 2.27702 -4.22858 -1.83910 0.000
H -0.18740 -2.69773 -2.32593 0.000
H -0.27119 4.72704 4.40919 0.000
H 2.09076 0.19864 -5.26856 0.000
H -3.90801 -1.51196 -1.36695 0.000
H 2.78299 1.36479 -2.62666 0.001
H -5.11444 -0.89007 -2.60521 0.000
H -0.71513 -2.50963 5.71122 0.000
H 3.52520 -3.95220 -4.23275 0.000
O 1.93413 -0.43554 0.72030 0.205
H -2.39453 2.78253 2.48958 0.000
N -0.13109 -1.87712 2.39791 0.000
C 1.19132 -3.58388 -1.02718 0.001
H 3.15760 -0.59145 -0.45963 0.000
H 4.58821 -4.66475 -2.94944 0.000
N 0.33885 4.13407 -0.32900 0.000
Pt 2.28870 1.42845 1.89066 1.405
H -0.93274 4.31712 2.81550 0.000
H 1.25634 -1.99126 -2.41265 0.000
C -3.65937 0.52519 -1.83675 0.000
H -2.31568 1.24144 5.38234 0.000
C -1.16210 2.67770 4.23444 0.000
O 2.90579 -0.55556 -3.49754 0.000
H -1.18338 -1.02940 4.86713 0.000
H -1.14973 -1.87200 2.39735 0.000
C -0.87170 -2.06821 4.72800 0.000
H 0.84227 4.74664 0.31641 0.000
H -6.65542 -1.93228 -1.34692 0.000
N -1.95008 2.05464 3.04643 0.001
H -4.28416 1.84133 6.46684 0.000
H -3.10260 1.74374 -0.25909 0.000
H -6.15231 -2.11917 0.29160 0.000
N 0.58218 -2.37601 -1.73339 0.000
```

Summary:
**ΔE to the lowest compared entry with this formula, charge and spin**: 14.2 kJ/mol
**Multiplicity**: 3
**Total charge**: +5
**HOMO (alpha / beta)**: -20.760 / -20.760 eV
**HOMO-LUMO gap (alpha / beta)**: 5.8 / 5.2 eV
**LUMO (alpha / beta)**: -14.965 / -15.592 eV


DFT (wB97M-V/def2-TZVPD) results for a cluster of 2 separate species, C2HF3I2 in total.

XYZ file:
```
8
Properties=species:S:1:pos:R:3:lowdin_charge:R:1
C 0.05904 -1.04738 -0.00595 -0.099
I -2.40145 2.17482 -0.33798 0.054
H -0.37345 -0.58156 -0.87767 0.067
C 0.88934 -0.42989 0.82018 -0.365
F 1.23695 0.83975 0.63359 0.086
I -0.58481 2.30070 -2.29094 0.063
F -0.29930 -2.32100 0.17275 0.040
F 1.47369 -0.93545 1.88602 0.153
```

Summary:
**ΔE to the lowest compared entry with this formula, charge and spin**: 16.6 kJ/mol
**HOMO**: -9.602 eV
**SMILES**: FC=C(F)F.II
**HOMO-LUMO gap**: 7.7 eV
**LUMO**: -1.936 eV


DFT (wB97M-V/def2-TZVPD) results for the ion C7H13N2 with charge +1 at a distorted geometry.

XYZ file:
```
22
Properties=species:S:1:pos:R:3:lowdin_charge:R:1
C -2.22033 1.48090 0.23522 -0.018
N 2.40634 0.64239 0.40343 -0.058
H -1.67168 2.48401 0.06923 0.117
H 3.24236 0.76329 -0.28118 0.152
H -2.58623 1.42862 1.22540 0.065
C 0.72947 -0.86127 -0.53466 -0.210
C 0.10028 0.48109 -0.41339 -0.137
H -2.02008 -1.30573 -1.17519 0.131
C 2.02687 -0.78369 0.24091 -0.177
H -3.13464 1.42488 -0.45879 0.119
C -1.70204 -1.01838 -0.18887 -0.047
N -0.39133 -1.72242 0.03305 0.094
H -2.47838 -1.26038 0.64098 0.179
H 2.94987 -1.44490 -0.03917 0.164
C 1.21789 1.46161 0.01797 -0.128
H -0.21578 -1.60469 1.02299 0.169
H -0.39917 -2.73993 -0.25393 0.216
H 1.56581 2.13145 -0.80587 0.125
C -1.19889 0.42717 -0.15940 -0.219
H 1.04134 2.21351 0.89460 0.152
H 0.84732 -1.02166 -1.70422 0.210
H 1.89100 -1.17589 1.23090 0.101
```

Summary:
**ΔE to the lowest compared entry with this formula, charge and spin**: 252.2 kJ/mol
**Total charge**: +1
**HOMO**: -12.882 eV
**SMILES**: CC1=C2CNC[C@H]2[NH2+]C1
**HOMO-LUMO gap**: 9.7 eV
**LUMO**: -3.200 eV


no.,M (g/mol),total energy (Eh)
1,86.134,-271.5903
2,262.165,-901.0999
3,80.092,-780.6147
4,107.177,-345.9338
5,98.105,-340.7244
6,830.924,-2497.2015
7,335.832,-971.7617
8,125.195,-383.7211